Entry 1:
An isolated molecule of C3H6P4, computed with the ωB97M-V functional and the def2-TZVPD basis.

Each line ends with the natural charge from an NBO analysis.
Element x y z (Å)
C -1.273 -1.162 0.571  -0.34
C -0.891 -2.042 1.709  -0.63
C -0.475 -0.379 -0.136  -0.31
P 0.733 -2.299 2.108  0.42
P 2.012 -0.975 0.913  -0.03
P 1.050 2.052 -0.069  0.10
P -0.422 0.967 -1.236  0.37
H -2.344 -1.260 0.398  0.24
H -1.670 -2.615 2.180  0.24
H 1.646 -1.665 -0.233  0.00
H 0.369 3.255 -0.406  -0.03
H 0.228 1.778 0.916  -0.02
H 0.665 0.538 -1.955  -0.02

Output
**Highest occupied orbital energy (alpha / beta)**: -0.2941 / -0.2941 Eh
**Gap between HOMO and LUMO (alpha / beta)**: 7.0 / 7.0 eV
**Energy**: -40358.180 eV
**Lowest unoccupied orbital energy (alpha / beta)**: -1.0 / -1.0 eV
**ΔE to the lowest compared entry with this formula, charge and spin**: 47.9 kcal/mol

---

Entry 2:
A structure of composition C3H7AgO2, computed with the ωB97M-V functional and the def2-TZVPD basis.

Each line ends with the Mulliken spin population.
Element x y z (Å)
C -1.726 -0.434 -0.470  0.01
O -0.443 0.116 -0.667  -0.02
C 0.587 -0.684 -0.191  0.04
C 1.930 -0.090 -0.495  -0.04
O 2.104 0.986 -1.017  0.01
H -2.454 0.301 -0.831  0.00
H -1.831 -1.382 -1.025  0.00
H -1.925 -0.628 0.597  0.00
H 0.578 -1.704 -0.625  0.01
H 0.523 -0.796 0.912  0.00
H 2.773 -0.635 -0.016  0.00
H -0.830 2.578 1.470  0.64
Ag 0.715 2.374 2.358  1.35

Output
**Expectation value of S²**: 2.01
**Highest occupied orbital energy (alpha / beta)**: -0.2295 / -0.3720 Eh
**Gap between HOMO and LUMO (alpha / beta)**: 6.9 / 7.1 eV
**Energy**: -11312.488 eV
**Multiplicity**: 3
**Lowest unoccupied orbital energy (alpha / beta)**: 0.7 / -3.0 eV
**ΔE to the lowest compared entry with this formula, charge and spin**: 0.0 kcal/mol

---

Entry 3:
A structure of composition C3H7AlF3O, computed with the ωB97M-V functional and the def2-TZVPD basis.

Each line ends with the natural charge from an NBO analysis.
Element x y z (Å)
O -0.869 1.350 -0.653  -0.70
C -0.224 0.617 0.382  0.01
C 0.251 -0.755 -0.053  -0.95
Al 1.527 -0.762 -1.644  0.90
C -1.139 0.602 1.647  0.94
F -0.579 1.290 2.676  -0.35
F -2.356 1.164 1.440  -0.34
F -1.395 -0.630 2.132  -0.34
H -1.629 0.841 -0.963  0.46
H 0.631 1.244 0.666  0.20
H -0.622 -1.395 -0.256  0.20
H 0.788 -1.219 0.789  0.21
H 0.738 -0.564 -3.060  -0.41
H 2.259 -2.223 -1.620  -0.42
H 2.618 0.440 -1.484  -0.41

Output
**Highest occupied orbital energy**: -0.1824 Eh
**Gap between HOMO and LUMO**: 8.6 eV
**Energy**: -20022.526 eV
**Lowest unoccupied orbital energy**: 3.6 eV
**Charge**: -1

---

Entry 4:
A structure of composition C3H7BFO3Rb, computed with the ωB97M-V functional and the def2-TZVPD basis.

Each line ends with the Mulliken charge.
Element x y z (Å)
Rb -2.254 22.476 -8.730  0.63
B -0.614 23.790 -10.015  0.69
H -0.724 23.810 -8.942  -0.38
H -1.050 24.697 -10.406  -0.30
H 0.432 23.644 -10.237  -0.29
H -1.206 22.969 -10.387  -0.35
C -4.688 24.771 -5.684  -0.36
C -5.581 25.593 -6.649  0.40
O -5.306 25.160 -7.914  -0.29
C -4.311 24.205 -7.863  0.93
O -3.919 23.527 -8.779  -0.83
O -4.008 23.980 -6.622  -0.33
F -5.054 26.882 -6.552  -0.30
H -5.352 24.199 -5.036  0.24
H -3.922 25.267 -5.088  0.26
H -6.624 25.551 -6.337  0.28

Output
**Highest occupied orbital energy**: -0.3073 Eh
**Gap between HOMO and LUMO**: 8.0 eV
**Energy**: -13409.728 eV
**Lowest unoccupied orbital energy**: -0.4 eV

---

Please write out number 4 again, unchanged.
A structure of composition C3H7BFO3Rb, computed with the ωB97M-V functional and the def2-TZVPD basis.

Each line ends with the Mulliken charge.
Element x y z (Å)
Rb -2.254 22.476 -8.730  0.63
B -0.614 23.790 -10.015  0.69
H -0.724 23.810 -8.942  -0.38
H -1.050 24.697 -10.406  -0.30
H 0.432 23.644 -10.237  -0.29
H -1.206 22.969 -10.387  -0.35
C -4.688 24.771 -5.684  -0.36
C -5.581 25.593 -6.649  0.40
O -5.306 25.160 -7.914  -0.29
C -4.311 24.205 -7.863  0.93
O -3.919 23.527 -8.779  -0.83
O -4.008 23.980 -6.622  -0.33
F -5.054 26.882 -6.552  -0.30
H -5.352 24.199 -5.036  0.24
H -3.922 25.267 -5.088  0.26
H -6.624 25.551 -6.337  0.28

Output
**Highest occupied orbital energy**: -0.3073 Eh
**Gap between HOMO and LUMO**: 8.0 eV
**Energy**: -13409.728 eV
**Lowest unoccupied orbital energy**: -0.4 eV

---

The highest energy belongs to which entry? C3H7AgO2

---

Please write out number 2 again, unchanged.
A structure of composition C3H7AgO2, computed with the ωB97M-V functional and the def2-TZVPD basis.

Each line ends with the Mulliken spin population.
Element x y z (Å)
C -1.726 -0.434 -0.470  0.01
O -0.443 0.116 -0.667  -0.02
C 0.587 -0.684 -0.191  0.04
C 1.930 -0.090 -0.495  -0.04
O 2.104 0.986 -1.017  0.01
H -2.454 0.301 -0.831  0.00
H -1.831 -1.382 -1.025  0.00
H -1.925 -0.628 0.597  0.00
H 0.578 -1.704 -0.625  0.01
H 0.523 -0.796 0.912  0.00
H 2.773 -0.635 -0.016  0.00
H -0.830 2.578 1.470  0.64
Ag 0.715 2.374 2.358  1.35

Output
**Expectation value of S²**: 2.01
**Highest occupied orbital energy (alpha / beta)**: -0.2295 / -0.3720 Eh
**Gap between HOMO and LUMO (alpha / beta)**: 6.9 / 7.1 eV
**Energy**: -11312.488 eV
**Multiplicity**: 3
**Lowest unoccupied orbital energy (alpha / beta)**: 0.7 / -3.0 eV
**ΔE to the lowest compared entry with this formula, charge and spin**: 0.0 kcal/mol